One molecule with the formula C21H28N2O3, computed with ωB97M-V with the def2-TZVPD basis set.

Positions of all 54 atoms, in Å:
C: -2.94713 -2.38042 1.21851
C: -1.77072 -1.54739 0.72826
C: -2.14834 -0.71947 -0.51560
C: -0.88806 -0.03957 -1.02623
O: -0.11594 -0.60322 -1.78595
N: -0.65045 1.19556 -0.53251
C: -1.52873 1.78811 0.39229
C: -1.15574 2.86432 1.18437
C: -2.07306 3.47147 2.03257
C: -3.37378 2.98620 2.07560
C: -3.74644 1.88781 1.32232
C: -2.82542 1.27365 0.48939
O: -3.20150 0.18447 -0.24874
H: -4.74875 1.49253 1.36482
H: -4.09989 3.45908 2.71952
C: -1.66468 4.64861 2.86441
H: -0.58934 4.65520 3.02113
H: -1.94027 5.57521 2.36013
H: -2.16512 4.63185 3.82984
H: -0.14092 3.22832 1.15864
C: 0.54634 1.89675 -0.96269
H: 0.35015 2.96894 -0.98848
H: 0.79183 1.53722 -1.96590
C: 1.71836 1.59866 -0.01321
O: 2.17919 2.42933 0.74335
N: 2.12701 0.32723 -0.10011
H: 1.70411 -0.29152 -0.78489
C: 3.18057 -0.23775 0.71018
H: 3.78028 0.58816 1.09977
H: 2.74342 -0.77566 1.56063
C: 4.03389 -1.19565 -0.12942
C: 3.16863 -2.22486 -0.80796
C: 2.93580 -2.18398 -2.11373
C: 2.03326 -3.12558 -2.84508
C: 1.13354 -3.89096 -1.88114
C: 1.96351 -4.42154 -0.71843
C: 2.52965 -3.25387 0.08449
H: 3.26440 -3.61575 0.80914
H: 1.72101 -2.78235 0.65355
H: 1.35598 -5.05732 -0.07073
H: 2.78443 -5.02612 -1.11013
H: 0.63542 -4.71083 -2.40175
H: 0.36679 -3.21087 -1.50543
H: 1.42255 -2.55516 -3.54802
H: 2.64234 -3.82314 -3.43068
H: 3.42217 -1.43353 -2.72386
H: 4.57863 -0.62166 -0.88076
H: 4.75937 -1.67952 0.52784
H: -2.52478 -1.38640 -1.29824
H: -0.93165 -2.19405 0.46468
H: -1.44519 -0.86294 1.51701
H: -3.79948 -1.73769 1.42422
H: -3.23780 -3.10838 0.46481
H: -2.68112 -2.90962 2.13003

Results
Relative energy (zero: lowest compared OMol25 entry of this formula, charge and spin): 102.1 kJ/mol
Total energy: -1152.2998 Ha
E_LUMO: 0.0293 Ha
Structure (SMILES): CC[C@H]1Oc2ccc(C)cc2N(CC(=O)NCCC2=CCCCC2)C1=O

Formally, the Löwdin partial charges of the atoms, in units of the elementary charge, are as follows: number 1, C, carries -0.080; number 2, C, carries -0.169; number 3, C, carries -0.220; number 4, C, carries -0.377; number 5, O, carries 0.067; number 6, N, carries 0.050; number 7, C, carries -0.113; number 8, C, carries 0.040; number 9, C, carries -0.272; number 10, C, carries -0.045; number 11, C, carries 0.010; number 12, C, carries -0.207; number 13, O, carries 0.019; number 14, H, carries 0.120; number 15, H, carries 0.112; number 16, C, carries -0.048; number 17, H, carries 0.079; number 18, H, carries 0.085; number 19, H, carries 0.078; number 20, H, carries 0.107; number 21, C, carries -0.024; number 22, H, carries 0.136; number 23, H, carries 0.135; number 24, C, carries -0.469; number 25, O, carries 0.058; number 26, N, carries 0.088; number 27, H, carries 0.104; number 28, C, carries -0.161; number 29, H, carries 0.122; number 30, H, carries 0.121; number 31, C, carries -0.136; number 32, C, carries -0.270; number 33, C, carries -0.061; number 34, C, carries -0.189; number 35, C, carries -0.201; number 36, C, carries -0.193; number 37, C, carries -0.154; number 38, H, carries 0.120; number 39, H, carries 0.111; number 40, H, carries 0.108; number 41, H, carries 0.118; number 42, H, carries 0.109; number 43, H, carries 0.092; number 44, H, carries 0.109; number 45, H, carries 0.115; number 46, H, carries 0.114; number 47, H, carries 0.116; number 48, H, carries 0.117; number 49, H, carries 0.169; number 50, H, carries 0.107; number 51, H, carries 0.125; number 52, H, carries 0.074; number 53, H, carries 0.079; number 54, H, carries 0.074

One molecule with the formula C6H9N in a non-equilibrium geometry, computed with ωB97M-V with the def2-TZVPD basis set.

Positions of all 16 atoms, in Å:
C: 1.71689 1.20337 -0.16082
C: 0.35038 0.93827 -0.61805
N: 1.45376 0.02773 -1.04596
C: 0.90728 -0.98815 0.21504
C: -0.32084 -0.12995 0.15744
C: -1.61484 -0.10792 0.87801
C: -1.53695 -0.73740 -0.48967
H: 1.95913 0.94124 0.86382
H: 2.27305 2.07261 -0.51523
H: -0.20576 1.59994 -1.28321
H: 1.77617 -0.83797 0.83444
H: 0.62484 -2.05518 0.38828
H: -2.08108 0.86824 0.95506
H: -1.75180 -0.76098 1.73267
H: -1.59927 -1.82204 -0.56371
H: -1.95097 -0.21182 -1.34811

Results
Relative energy (zero: lowest compared OMol25 entry of this formula, charge and spin): 428.9 kJ/mol
Total energy: -288.6187 Ha
E_LUMO: 0.0389 Ha
Structure (SMILES): C1[C@H]2N1CC21CC1

Formally, the Löwdin partial charges of the atoms, in units of the elementary charge, are as follows: number 1, C, carries -0.135; number 2, C, carries -0.250; number 3, N, carries 0.052; number 4, C, carries -0.013; number 5, C, carries -0.452; number 6, C, carries -0.068; number 7, C, carries -0.084; number 8, H, carries 0.094; number 9, H, carries 0.108; number 10, H, carries 0.142; number 11, H, carries 0.075; number 12, H, carries 0.118; number 13, H, carries 0.104; number 14, H, carries 0.102; number 15, H, carries 0.104; number 16, H, carries 0.105

C32H38Cl5N3ORbS as an isolated structure, computed with ωB97M-V with the def2-TZVPD basis set.

Positions of all 81 atoms, in Å:
Rb: -0.69908 -0.35758 0.35647
C: -0.95943 2.63876 -0.31011
C: 0.02906 2.72435 0.70449
C: 1.28329 2.42618 0.07690
C: 1.00334 2.15678 -1.28645
C: -0.37334 2.28125 -1.53059
C: -1.05291 2.16768 -2.87950
C: -0.76689 3.42678 -3.71344
C: -2.56849 2.02539 -2.72350
C: -0.52572 0.94859 -3.64820
C: 2.71051 2.31227 0.62093
C: 2.89750 0.99949 1.40429
C: 3.72403 2.27309 -0.53397
C: 3.13910 3.50427 1.48840
C: -0.35587 3.17660 2.11954
C: -1.87092 3.02073 2.34422
C: 0.29698 2.36665 3.24910
C: -0.04527 4.67272 2.30773
H: -2.01630 2.80457 -0.16354
H: 1.74240 1.97106 -2.05436
H: -1.13818 4.31178 -3.19328
H: -1.24739 3.37051 -4.69689
H: 0.30832 3.55081 -3.85689
H: -2.99176 2.89811 -2.22360
H: -2.82418 1.14249 -2.13299
H: -3.04562 1.93192 -3.70361
H: 0.55250 1.02502 -3.80541
H: -1.00377 0.87032 -4.63010
H: -0.72268 0.02456 -3.09772
H: 2.73061 0.14708 0.73843
H: 2.19596 0.91960 2.23287
H: 3.91353 0.91868 1.80729
H: 3.57018 1.39932 -1.16736
H: 4.73975 2.21935 -0.13059
H: 3.64307 3.16513 -1.15729
H: 2.56530 3.59231 2.40566
H: 3.02104 4.43350 0.92688
H: 4.19310 3.40343 1.76782
H: -2.19836 1.99034 2.18593
H: -2.44681 3.66811 1.68332
H: -2.11509 3.29777 3.37345
H: 0.03207 1.30920 3.16916
H: -0.07095 2.72141 4.21670
H: 1.38045 2.44286 3.26754
H: -0.59339 5.25083 1.56112
H: 1.01322 4.89020 2.17962
H: -0.35022 5.01324 3.30376
C: -1.28585 -6.67401 -0.57112
N: -0.30188 -5.99483 -1.38530
C: 0.32004 -6.48693 -2.51809
C: 1.17049 -5.54296 -2.95514
N: 1.05725 -4.46092 -2.09003
C: 0.15775 -4.74420 -1.09019
S: -0.28201 -3.82726 0.21699
C: 1.82491 -3.26841 -2.18774
C: 3.20255 -3.37087 -2.31139
C: 3.93069 -2.19836 -2.42998
C: 3.25455 -0.99072 -2.39421
C: 1.87279 -1.00476 -2.25050
N: 1.16053 -2.12590 -2.16474
H: -1.49339 -7.64536 -1.01467
H: -2.19882 -6.08241 -0.51910
H: -0.91070 -6.79680 0.44423
H: 0.08750 -7.45520 -2.92288
H: 1.80640 -5.51016 -3.82045
H: 3.67477 -4.34365 -2.28814
H: 5.00806 -2.22820 -2.52737
H: 3.78282 -0.05031 -2.46490
H: 1.31461 -0.07437 -2.19465
Cl: -4.81031 -3.24651 6.48068
C: -4.26108 -2.67081 4.94320
C: -2.91576 -2.37225 4.73309
Cl: -1.78742 -2.57931 6.02909
C: -2.47825 -1.91551 3.50429
Cl: -0.80265 -1.54230 3.25033
C: -3.34614 -1.71881 2.38081
O: -2.93921 -1.30265 1.26864
C: -4.71574 -2.03820 2.65283
Cl: -5.82128 -1.82667 1.34024
C: -5.15153 -2.49541 3.88213
Cl: -6.82643 -2.86248 4.12183

Results
Net charge: -1
Relative energy (zero: lowest compared OMol25 entry of this formula, charge and spin): 78.5 kJ/mol
Total energy: -4205.0363 Ha
E_LUMO: 0.0716 Ha

Formally, the Löwdin partial charges of the atoms, in units of the elementary charge, are as follows: number 1, Rb, carries 0.767; number 2, C, carries -0.136; number 3, C, carries -0.212; number 4, C, carries -0.173; number 5, C, carries -0.105; number 6, C, carries -0.296; number 7, C, carries -0.562; number 8, C, carries -0.054; number 9, C, carries -0.057; number 10, C, carries -0.060; number 11, C, carries -0.523; number 12, C, carries -0.040; number 13, C, carries -0.073; number 14, C, carries -0.058; number 15, C, carries -0.529; number 16, C, carries -0.067; number 17, C, carries -0.054; number 18, C, carries -0.048; number 19, H, carries 0.087; number 20, H, carries 0.088; number 21, H, carries 0.084; number 22, H, carries 0.073; number 23, H, carries 0.078; number 24, H, carries 0.080; number 25, H, carries 0.087; number 26, H, carries 0.079; number 27, H, carries 0.070; number 28, H, carries 0.082; number 29, H, carries 0.077; number 30, H, carries 0.076; number 31, H, carries 0.058; number 32, H, carries 0.082; number 33, H, carries 0.036; number 34, H, carries 0.081; number 35, H, carries 0.091; number 36, H, carries 0.047; number 37, H, carries 0.090; number 38, H, carries 0.078; number 39, H, carries 0.084; number 40, H, carries 0.077; number 41, H, carries 0.082; number 42, H, carries 0.051; number 43, H, carries 0.084; number 44, H, carries 0.049; number 45, H, carries 0.086; number 46, H, carries 0.054; number 47, H, carries 0.078; number 48, C, carries -0.049; number 49, N, carries -0.134; number 50, C, carries -0.056; number 51, C, carries -0.049; number 52, N, carries -0.012; number 53, C, carries -0.754; number 54, S, carries 0.644; number 55, C, carries -0.291; number 56, C, carries -0.004; number 57, C, carries -0.054; number 58, C, carries -0.043; number 59, C, carries -0.119; number 60, N, carries 0.150; number 61, H, carries 0.086; number 62, H, carries 0.090; number 63, H, carries 0.084; number 64, H, carries 0.115; number 65, H, carries 0.119; number 66, H, carries 0.113; number 67, H, carries 0.108; number 68, H, carries 0.094; number 69, H, carries 0.056; number 70, Cl, carries 0.614; number 71, C, carries -0.738; number 72, C, carries -0.710; number 73, Cl, carries 0.650; number 74, C, carries -0.584; number 75, Cl, carries 0.634; number 76, C, carries -0.550; number 77, O, carries -0.290; number 78, C, carries -0.613; number 79, Cl, carries 0.675; number 80, C, carries -0.712; number 81, Cl, carries 0.638

The following gap between HOMO and LUMO values (in eV) correspond, in order, to the records above: 9.078 9.884 5.832.